Record 1
The following is a DFT calculation (ωB97M-V/def2-TZVPD) of one molecule with the formula C16H22N2O5.

The calculation puts the energy above the lowest of the compared OMol25 structures with the same formula, charge and spin at 16.1471 eV. The calculation puts the LUMO energy at 0.0197 Ha. Its total energy is -1108.08456 a.u. The HOMO energy is -8.7 eV. The HOMO-LUMO gap comes out at 9.257 eV.

Geometry as XYZ:
```
45
Properties=species:S:1:pos:R:3:forces:R:3:lowdin_charge:R:1
C -4.970 1.700 -4.392 2.9 6.6 -6.0 0.0286
C -3.446 1.966 -4.729 -4.0 -13.5 -3.6 -0.4737
C -2.839 3.118 -4.519 7.0 4.1 -2.2 -0.0696
C -3.322 1.294 -6.233 2.7 -3.8 4.7 -0.0086
O -2.672 0.685 -4.073 -0.5 4.5 2.8 -0.0203
C -2.539 0.971 -2.684 -2.2 -4.0 -1.2 -0.5242
O -3.131 1.643 -1.892 -0.7 4.1 -0.9 0.1063
N -2.101 -0.159 -2.097 4.2 -4.9 -7.2 0.0105
C -1.452 -0.209 -0.970 -0.2 -1.0 11.3 -0.2254
C 0.054 -0.601 -0.706 -0.8 2.5 -6.0 -0.4285
O 0.708 -0.811 -1.802 -1.0 -0.3 3.9 -0.0283
N 0.534 -0.341 0.494 5.7 -0.6 -5.0 0.1037
C 2.196 -0.370 0.575 -10.9 2.9 12.6 0.1518
C 2.029 -1.395 1.823 0.0 -1.0 4.5 -0.2264
O 1.009 -1.618 2.686 6.7 1.2 -5.5 -0.0147
O 3.397 -1.880 1.948 -4.0 -1.0 3.0 -0.0761
C 3.507 -2.768 3.307 -0.2 -2.5 -3.4 -0.0804
C 3.473 -1.933 4.504 3.3 3.1 0.9 -0.2701
C 4.486 -0.831 4.545 -6.4 -0.1 8.9 0.0922
C 4.483 0.030 5.817 -6.8 -10.9 -4.1 0.0534
C 3.566 -0.465 6.803 2.1 3.8 1.3 -0.0999
C 2.684 -1.440 6.806 6.8 -1.1 -14.1 -0.0613
C 2.697 -2.231 5.608 -1.5 -2.2 -1.6 0.0009
H -5.539 2.473 -5.128 1.0 -1.9 1.6 0.1547
H -5.007 2.100 -3.523 -1.4 2.2 6.2 -0.0019
H -5.347 0.807 -4.479 -1.4 -5.0 -0.6 0.0290
H -3.410 3.752 -5.100 -0.7 2.2 -1.6 0.0935
H -2.789 3.536 -3.613 -0.2 1.1 3.8 0.0553
H -1.634 3.130 -4.875 -3.3 -0.1 0.5 0.1974
H -3.565 0.112 -6.396 0.1 3.3 0.8 0.1558
H -3.622 1.926 -6.896 -3.2 3.5 -4.3 -0.0065
H -2.278 1.406 -6.435 1.2 -0.6 0.0 0.0553
H -1.470 -0.814 -2.747 -2.0 1.7 0.9 0.2113
H -1.975 -1.180 -0.241 1.0 2.6 -1.5 0.1844
H -1.717 0.782 -0.327 0.8 -2.3 -1.3 0.1684
H 0.112 -0.071 1.284 -2.4 0.9 3.2 0.0730
H 2.405 -0.942 -0.067 4.3 -6.7 -10.1 -0.0117
H 2.450 0.495 1.080 1.5 1.9 -0.4 0.1171
H 2.596 -3.523 3.240 1.9 1.6 0.2 0.1444
H 4.506 -3.389 3.112 -2.1 1.6 0.4 0.1615
H 5.126 -0.710 3.840 3.9 1.0 -4.6 0.0255
H 5.086 0.735 5.887 5.3 6.4 1.1 -0.0023
H 3.432 -0.081 7.801 1.1 1.6 0.2 0.1072
H 2.167 -1.666 7.473 -8.0 -3.3 10.7 -0.0082
H 2.121 -3.235 5.291 0.6 2.4 1.8 0.1568
```
Positions in Å, forces in eV/Å.

---

Record 2
The following is a DFT calculation (ωB97M-V/def2-TZVPD) of a 12-piece molecular cluster, C15H54N10O12 overall.

The calculation puts the energy above the lowest of the compared OMol25 structures with the same formula, charge and spin at 0.9341 eV. The calculation puts the LUMO energy at -0.0234 Ha. Its total energy is -2054.23769 a.u. The HOMO energy is -8.0 eV. The HOMO-LUMO gap comes out at 7.349 eV.

Geometry as XYZ:
```
91
Properties=species:S:1:pos:R:3:forces:R:3:lowdin_charge:R:1
N -13.577 -29.438 4.325 -5.0 1.2 2.6 0.1819
C -12.576 -29.802 3.640 2.1 -1.0 -6.2 -0.6282
N -11.453 -29.787 4.357 4.3 -1.2 -1.0 0.1440
O -12.562 -30.052 2.312 0.0 0.9 6.0 -0.0867
H -14.487 -29.334 3.898 0.0 -0.2 -0.2 0.0909
H -13.579 -29.248 5.359 0.5 -0.4 -1.6 0.0853
H -10.636 -30.133 3.816 -0.9 0.5 0.8 0.1317
H -11.283 -29.651 5.346 -0.8 -0.1 -0.4 0.1038
N -16.909 -24.348 -2.268 -4.0 1.3 -2.5 0.1892
C -16.611 -24.566 -1.012 -3.9 -2.1 4.8 -0.5776
N -15.357 -24.734 -0.744 3.1 -0.1 0.8 0.1314
O -17.484 -24.840 0.017 4.4 1.9 -4.8 -0.1070
H -17.953 -24.226 -2.435 2.1 -0.2 0.1 0.1657
H -16.304 -24.002 -3.033 -0.3 -0.5 1.2 0.1454
H -15.043 -25.078 0.179 -0.3 0.2 0.3 0.0662
H -14.637 -24.503 -1.399 0.2 0.0 -0.4 0.1419
N -13.382 -29.242 -0.107 -1.3 0.8 0.7 0.1470
C -12.870 -30.009 -1.051 4.9 -4.5 2.2 -0.5922
N -13.203 -29.503 -2.212 -0.2 0.0 -5.3 0.1263
O -11.980 -31.065 -0.868 -4.7 5.3 -1.2 -0.1463
H -13.235 -29.495 0.820 0.5 -0.8 2.0 0.0039
H -14.175 -28.591 -0.284 1.5 -1.0 0.0 0.0494
H -12.800 -29.877 -3.080 -0.4 0.1 1.0 0.1208
H -13.874 -28.745 -2.343 0.6 -0.5 0.5 0.0883
N -15.963 -23.136 2.517 -2.1 -1.3 3.2 0.1784
C -15.094 -22.222 2.220 4.3 5.2 2.6 -0.6110
N -14.692 -22.367 0.957 1.6 1.0 -3.0 0.1462
O -14.533 -21.269 3.052 -3.1 -4.9 -3.9 -0.1316
H -16.179 -23.171 3.527 -0.3 -0.2 -1.4 0.1217
H -16.250 -23.842 1.841 -0.2 0.2 0.6 0.0868
H -14.024 -21.705 0.562 -0.4 -0.2 0.6 0.1193
H -15.026 -23.056 0.267 0.1 0.7 1.3 0.0656
N -19.936 -25.251 0.442 0.3 -2.1 -0.2 0.1535
C -20.981 -24.490 0.708 -5.9 -5.9 2.9 -0.6599
N -20.787 -23.222 0.628 1.2 5.3 -1.7 0.1360
O -22.141 -25.031 1.166 4.9 2.7 -2.1 -0.1049
H -20.066 -26.216 0.683 -0.5 -0.2 0.0 0.1024
H -18.941 -25.023 0.385 -0.6 0.7 -0.4 0.0007
H -21.562 -22.567 0.787 0.6 -0.7 -0.4 0.1548
H -19.926 -22.892 0.105 -1.7 -0.3 1.1 0.1666
C -17.732 -27.140 2.304 0.8 -2.1 -0.6 -0.0510
C -16.605 -28.213 2.391 -1.3 1.5 -0.7 -0.2571
O -16.228 -28.274 3.760 -0.2 -2.2 -0.6 -0.0809
H -18.121 -27.083 1.303 0.4 0.7 -0.6 0.0438
H -17.348 -26.275 2.760 0.2 1.6 0.0 0.0399
H -18.593 -27.448 2.847 -0.5 -0.5 1.0 0.0769
H -15.770 -27.994 1.710 0.1 0.4 0.4 0.0884
H -17.022 -29.102 1.926 0.1 -0.8 1.1 0.1121
H -15.769 -27.474 3.965 0.2 1.0 0.2 0.0132
C -13.147 -24.681 4.584 0.6 0.3 -2.2 -0.0494
C -13.979 -25.919 4.856 3.0 0.1 -1.1 -0.3218
O -15.290 -25.741 4.448 -1.4 1.5 1.0 -0.0931
H -13.370 -24.211 3.583 -0.2 -0.6 0.8 0.0865
H -12.044 -24.758 4.534 -0.6 -0.6 0.5 0.0988
H -13.373 -23.943 5.286 -0.3 1.4 1.3 0.0565
H -13.777 -26.298 5.829 -0.7 0.1 1.3 0.0917
H -13.565 -26.702 4.269 0.1 -1.0 -0.9 0.0885
H -15.560 -24.912 4.921 -0.3 -1.1 -0.7 0.1298
C -20.237 -24.530 4.333 0.9 -2.3 1.9 -0.0817
C -19.147 -23.974 3.466 -2.1 -0.4 0.0 -0.3456
O -19.743 -22.788 3.080 1.1 2.6 -0.5 -0.0783
H -20.294 -24.022 5.319 -0.2 0.2 -0.8 0.0935
H -19.943 -25.542 4.620 -0.2 -0.4 0.1 0.0431
H -21.201 -24.638 3.843 0.0 0.4 -0.2 0.0797
H -18.985 -24.586 2.587 0.4 -0.4 0.0 0.0780
H -18.221 -23.841 3.991 0.6 0.3 0.4 0.0771
H -20.222 -22.979 2.273 -0.1 0.2 -0.1 0.0040
C -18.101 -26.223 6.478 1.3 1.1 -0.1 -0.1435
O -17.655 -25.812 7.764 0.6 -0.7 0.0 -0.1102
H -19.110 -26.564 6.515 -0.9 0.1 -0.3 0.0751
H -17.494 -27.054 6.170 0.3 -0.4 -0.1 0.0543
H -17.887 -25.388 5.765 -0.7 -0.7 0.2 0.0744
H -18.203 -25.095 8.047 -0.5 0.6 0.3 0.0627
C -13.359 -26.406 1.480 -0.1 -0.8 0.0 -0.0878
O -14.563 -25.654 1.612 1.1 0.3 -1.4 -0.1363
H -12.840 -26.354 0.526 -0.8 0.4 -0.5 0.1026
H -13.582 -27.424 1.677 -0.2 -1.2 -0.2 0.0500
H -12.585 -26.213 2.171 0.6 1.1 1.2 0.0716
H -14.851 -25.644 2.514 -0.3 0.1 1.1 0.0330
C -14.975 -28.220 7.227 -0.9 -0.3 0.5 -0.1386
O -13.683 -28.613 6.893 1.4 -0.4 0.2 -0.1393
H -15.680 -28.458 6.449 0.2 0.4 -1.0 0.0741
H -14.954 -27.184 7.482 -0.6 0.7 0.2 0.0789
H -15.391 -28.826 8.012 0.1 -0.1 1.0 0.0888
H -13.060 -28.304 7.566 -0.3 -0.2 -0.2 0.1175
C -16.564 -28.030 -1.126 0.6 0.2 -1.2 -0.0591
O -15.199 -27.571 -0.941 -1.6 -0.6 -0.6 -0.1585
H -16.636 -28.505 -2.134 -0.2 0.3 0.8 0.1038
H -17.264 -27.199 -1.010 0.1 -0.1 -0.2 0.0722
H -16.766 -28.729 -0.358 -0.3 -0.9 0.6 0.0589
H -15.276 -26.639 -1.000 0.4 1.3 0.0 0.0135
```
Positions in Å, forces in eV/Å.

---

Record 3
The following is a DFT calculation (ωB97M-V/def2-TZVPD) of C29H50FNO10S as an isolated structure.

The calculation puts the LUMO energy at 0.0173 Ha. Its total energy is -2440.07794 a.u. The HOMO energy is -8.6 eV. The HOMO-LUMO gap comes out at 9.024 eV.

Geometry as XYZ:
```
92
Properties=species:S:1:pos:R:3:forces:R:3:lowdin_charge:R:1
C -2.612 1.653 -2.151 0.4 1.0 1.4 -0.1142
C -1.249 2.040 -2.856 -0.6 -1.0 -1.4 -0.2367
C -0.298 0.783 -3.139 0.3 1.4 -0.2 -0.1590
C 0.887 0.681 -2.082 0.6 0.1 -1.2 -0.1827
N 0.942 -0.604 -1.353 -0.3 1.5 0.7 -0.0012
C -0.113 -0.763 -0.352 0.5 -0.5 1.9 -0.4623
C -0.529 0.445 0.546 0.4 0.6 -0.4 0.0348
O -1.197 -1.418 -1.073 2.0 -1.1 0.6 -0.1604
S -0.461 -2.895 -1.453 -3.5 -1.2 -3.7 0.7446
O -1.582 -3.822 -1.294 1.7 0.6 1.9 -0.2764
O -0.110 -2.957 -2.863 1.6 0.9 2.0 -0.2653
O 0.771 -2.965 -0.349 -2.5 0.4 -1.8 -0.1734
C 0.327 -1.943 0.645 1.4 -0.7 0.8 -0.3479
C -0.792 -2.660 1.493 -0.5 0.0 0.7 -0.0849
C -0.589 -4.208 1.676 -1.1 0.1 0.8 -0.1471
F 0.501 -4.521 2.544 -0.7 0.4 -1.2 -0.0778
C 1.626 -1.737 1.508 0.5 0.4 0.5 -0.0767
C 1.438 -0.871 2.824 0.6 0.2 1.2 -0.1444
C 1.690 -1.672 4.159 0.2 -1.4 2.3 -0.1606
C 0.589 -2.315 4.908 1.4 0.0 0.7 -0.0485
C 0.793 -3.027 6.167 1.6 0.6 -0.6 -0.0900
C 2.118 -3.156 6.773 -0.7 1.4 -2.6 -0.0929
C 3.228 -2.530 6.051 -1.8 -0.1 -0.2 -0.0831
C 3.022 -1.814 4.784 -1.6 -0.7 0.9 -0.0221
H -2.663 2.266 -1.186 -0.3 -0.9 -1.3 0.0484
H -2.650 0.581 -1.830 0.1 0.8 -0.5 0.0627
H -3.524 1.898 -2.763 1.0 -0.3 0.5 0.0723
H -1.523 2.450 -3.872 0.4 -0.3 1.0 0.0977
H -0.676 2.858 -2.348 -0.6 -0.8 -0.2 0.0974
H 0.161 1.003 -4.147 -0.3 -0.4 1.1 0.1063
H -0.872 -0.165 -3.266 0.5 0.8 0.4 0.1010
H 0.939 1.592 -1.410 -0.4 -0.9 -0.6 0.1109
H 1.836 0.731 -2.693 -0.9 -0.2 0.8 0.1221
H 1.876 -0.752 -0.973 -0.4 0.0 0.1 0.1186
H -1.018 1.288 0.000 0.3 -0.9 0.3 0.0746
H -1.163 0.167 1.423 0.3 0.0 -1.0 0.1005
H 0.430 0.865 0.973 -0.9 -0.5 -0.5 0.1070
H -0.862 -2.237 2.536 0.3 -0.2 -1.2 0.1014
H -1.830 -2.538 1.069 1.2 -0.1 0.1 0.1358
H -0.554 -4.788 0.726 0.5 0.6 0.8 0.1071
H -1.505 -4.572 2.229 0.9 0.4 -0.5 0.1311
H 2.042 -2.731 1.842 -0.8 0.8 -0.6 0.1359
H 2.471 -1.256 0.934 -1.1 -0.5 0.3 0.1143
H 0.436 -0.390 2.940 0.7 -0.5 -0.3 0.0991
H 2.213 -0.036 2.807 -1.4 -1.2 0.0 0.0975
H -0.473 -2.251 4.555 1.2 0.0 0.2 0.0936
H -0.076 -3.488 6.698 0.8 0.5 -0.7 0.0940
H 2.220 -3.705 7.733 0.2 0.6 -0.9 0.0905
H 4.236 -2.603 6.529 -0.9 0.2 -0.8 0.0896
H 3.890 -1.333 4.292 -0.8 -0.6 0.5 0.0721
O -0.532 0.018 -7.710 -0.3 -0.2 0.2 0.0955
C -1.063 -1.061 -7.637 0.4 0.0 -0.2 -0.5327
O -1.783 -1.382 -6.550 -0.3 0.4 0.2 -0.0016
C -2.612 -2.548 -6.449 0.1 -0.3 0.1 -0.2289
C -1.813 -3.753 -5.998 0.2 0.0 0.0 -0.0554
C -0.859 -2.096 -8.714 -0.4 0.0 -0.4 0.0064
H -3.152 -2.727 -7.381 0.1 0.0 0.0 0.1105
H -3.367 -2.316 -5.695 0.2 0.2 0.0 0.1229
H -1.037 -4.013 -6.721 -0.1 0.0 0.0 0.0691
H -2.464 -4.619 -5.866 0.0 0.1 0.0 0.0838
H -1.308 -3.544 -5.053 -0.1 0.0 0.0 0.0658
H 0.061 -2.645 -8.510 -0.1 0.0 0.0 0.0962
H -0.768 -1.585 -9.671 0.2 0.1 0.1 0.0892
H -1.689 -2.793 -8.815 0.1 -0.1 0.2 0.0681
O -3.618 2.712 1.023 0.0 0.4 -0.1 0.0899
C -4.498 3.517 0.855 0.0 -0.2 0.4 -0.5268
O -4.257 4.630 0.141 0.3 -0.1 -0.4 -0.0011
C -5.273 5.547 -0.283 -0.1 0.2 0.1 -0.2320
C -5.571 6.571 0.792 0.0 0.0 0.2 -0.0667
C -5.843 3.340 1.509 -0.4 -0.2 -0.4 0.0122
H -6.166 5.017 -0.616 0.0 0.0 0.1 0.1141
H -4.872 6.056 -1.162 0.2 -0.2 0.1 0.1239
H -5.965 6.101 1.695 -0.1 0.0 -0.1 0.0672
H -6.301 7.301 0.437 0.0 0.0 0.0 0.0819
H -4.659 7.097 1.081 0.0 0.0 -0.1 0.0843
H -5.802 3.742 2.522 0.0 0.0 0.0 0.0967
H -6.067 2.275 1.555 0.2 0.0 0.2 0.0925
H -6.662 3.803 0.962 0.0 0.2 0.1 0.0705
O 4.193 -0.161 2.596 0.7 0.7 -0.2 0.0570
C 5.104 0.573 2.898 0.2 -0.2 -0.3 -0.4998
O 4.858 1.866 3.156 -0.5 0.0 0.2 0.0150
C 5.821 2.772 3.711 0.3 0.2 -0.1 -0.2262
C 6.686 3.384 2.629 0.1 -0.1 -0.2 -0.0640
C 6.526 0.079 2.904 0.2 -0.2 0.6 0.0228
H 6.408 2.290 4.495 0.0 -0.1 -0.1 0.1151
H 5.245 3.560 4.200 -0.2 -0.2 -0.1 0.1250
H 7.271 2.625 2.107 0.0 0.0 0.1 0.0681
H 7.373 4.117 3.055 0.0 0.0 0.0 0.0835
H 6.065 3.877 1.879 0.0 0.0 0.1 0.0856
H 6.932 0.152 1.895 0.0 0.0 0.0 0.1007
H 6.527 -0.965 3.217 -0.1 0.0 -0.2 0.0948
H 7.172 0.609 3.601 0.0 0.1 -0.2 0.0735
```
Positions in Å, forces in eV/Å.

---

Record 4
The following is a DFT calculation (ωB97M-V/def2-TZVPD) of one molecule with the formula C3H8N2O.

The calculation puts the energy above the lowest of the compared OMol25 structures with the same formula, charge and spin at 0.7527 eV. The calculation puts the LUMO energy at 0.0291 Ha. Its total energy is -303.86447 a.u. The HOMO energy is -9.1 eV. The HOMO-LUMO gap comes out at 9.890 eV.

Geometry as XYZ:
```
14
Properties=species:S:1:pos:R:3:forces:R:3:lowdin_charge:R:1
C -2.052 -0.970 0.030 0.3 0.5 0.3 -0.0741
N -0.870 -0.327 -0.512 0.6 0.4 0.4 -0.0040
C -0.035 0.345 0.339 -0.1 -0.1 -0.6 -0.5140
O -0.263 0.453 1.524 0.0 -0.1 0.4 0.0599
C 1.235 0.897 -0.312 -0.5 0.0 0.2 -0.2071
N 2.185 -0.118 -0.720 0.4 0.0 -0.1 0.0079
H -2.636 -0.231 0.588 -0.2 -0.2 -0.3 0.0886
H -1.738 -1.708 0.758 0.0 -0.3 0.1 0.0825
H -2.614 -1.456 -0.748 -0.3 0.0 -0.3 0.0767
H -0.675 -0.175 -1.485 -0.4 -0.4 -0.2 0.1249
H 0.946 1.540 -1.145 0.2 -0.1 -0.2 0.1158
H 1.684 1.536 0.436 0.2 0.1 0.2 0.1086
H 2.275 -0.839 -0.019 0.0 0.0 0.1 0.0746
H 1.989 -0.563 -1.602 -0.2 0.0 -0.1 0.0596
```
Positions in Å, forces in eV/Å.

---

Record 5
The following is a DFT calculation (ωB97M-V/def2-TZVPD) of a 9-piece molecular cluster, C7H28O9 overall.

The calculation puts the energy above the lowest of the compared OMol25 structures with the same formula, charge and spin at 2.8916 eV. The calculation puts the LUMO energy at 0.0035 Ha. Its total energy is -960.57422 a.u. The HOMO energy is -9.7 eV. The HOMO-LUMO gap comes out at 9.810 eV.

Geometry as XYZ:
```
44
Properties=species:S:1:pos:R:3:forces:R:3:lowdin_charge:R:1
C -1.013 2.518 3.171 -0.2 0.0 0.4 0.0289
C -1.512 1.290 3.242 0.3 0.0 0.4 -0.1451
C -0.616 0.109 3.247 0.3 -0.1 -0.4 -0.3601
C 0.259 -0.127 4.215 -0.3 -0.3 0.9 0.0496
C -0.730 -0.756 2.011 0.1 -0.1 0.0 -0.1435
C -0.081 -0.131 0.748 -0.3 0.8 0.8 -0.1365
C 1.259 0.560 1.036 0.7 -0.2 -2.0 -0.2037
O 2.228 0.114 0.040 0.1 -0.3 -0.1 -0.1197
H -1.629 3.408 3.158 -0.1 0.0 0.0 0.0565
H 0.059 2.658 3.232 0.0 0.1 -0.3 0.0677
H -2.576 1.089 3.326 -0.1 0.1 -0.3 0.1089
H 0.943 -0.968 4.251 -0.1 -0.1 -0.5 0.0681
H 0.209 0.381 5.171 0.1 0.5 -0.2 0.0682
H -1.810 -0.868 1.889 0.1 -0.3 -0.5 0.1144
H -0.303 -1.736 2.212 0.0 -0.1 0.1 0.1117
H -0.804 0.572 0.340 0.0 0.3 0.0 0.0917
H 0.120 -0.791 -0.092 -0.2 -0.6 0.3 0.1118
H 1.629 0.527 2.047 0.1 -0.6 0.4 0.1053
H 1.327 1.589 0.744 -0.9 0.8 0.6 0.0902
H 2.565 -0.779 0.189 -0.1 0.3 0.8 0.0285
O 2.999 -2.442 -1.959 0.0 0.3 0.3 -0.0350
H 3.507 -2.838 -1.243 0.2 -0.5 -0.1 0.0472
H 2.601 -1.705 -1.480 -0.3 0.2 -0.2 0.0071
O 0.466 -3.685 -2.652 0.4 0.5 0.0 -0.0651
H 1.009 -4.237 -2.092 -0.1 -0.7 0.3 0.0181
H 1.142 -3.006 -2.810 -0.4 0.0 -0.3 -0.0025
O 4.375 -1.500 0.326 0.6 0.1 -0.4 -0.0509
H 4.456 -1.119 -0.561 0.0 -0.1 0.0 0.0525
H 5.071 -1.018 0.790 -0.1 -0.2 0.3 0.0717
O 1.861 0.035 -3.624 0.1 0.0 -0.5 -0.0319
H 1.481 0.815 -3.214 0.0 -0.1 0.3 0.0278
H 1.880 -0.680 -2.986 -0.1 0.2 0.1 -0.0124
O 0.149 2.755 -0.980 0.0 0.2 -0.2 -0.0375
H -0.749 2.512 -1.222 0.0 -0.1 0.0 0.0165
H 0.646 1.931 -0.972 -0.1 0.0 -0.1 0.0048
O -3.523 -1.657 -1.736 -0.2 0.2 0.3 -0.0714
H -2.907 -1.374 -2.418 0.0 -0.1 0.0 0.0177
H -3.589 -2.614 -1.767 0.2 0.0 -0.2 0.0304
O -2.990 1.101 -2.613 0.3 -0.2 -0.2 -0.0527
H -2.548 1.949 -2.519 -0.1 0.1 0.0 0.0190
H -3.912 1.307 -2.448 -0.2 0.0 0.1 0.0344
O -3.750 2.767 -0.270 0.0 0.0 0.0 -0.0491
H -2.988 2.933 0.290 0.1 0.1 0.1 0.0247
H -4.036 1.882 -0.019 0.0 0.0 0.0 0.0436
```
Positions in Å, forces in eV/Å.